Record 1
Molecular formula: C33H66ClCsN10O2
Method: DFT, the ωB97M-V functional and the def2-TZVPD basis

Cartesian coordinates (Å):
H (1.342, 0.512, -4.031)
C (-0.520, -5.491, 1.844)
H (4.003, 4.739, -1.715)
C (-1.361, 0.242, -4.826)
H (2.942, 0.863, 6.252)
H (1.174, 4.498, -1.502)
C (4.007, -0.923, 2.566)
H (0.933, 2.270, 1.236)
H (-0.366, -5.040, -2.146)
H (-3.456, 0.393, 0.824)
H (1.651, 5.088, -5.169)
C (-1.919, 5.842, 0.605)
C (2.917, 5.101, -3.450)
C (-2.096, -2.847, 2.156)
H (-4.265, 0.780, 2.337)
H (-0.712, -0.680, -6.599)
C (-1.832, -4.230, 0.227)
N (2.310, 0.694, 4.315)
H (1.545, 2.294, 3.247)
C (2.069, -2.249, 2.149)
H (-2.501, 1.277, -3.458)
H (2.395, 0.410, -2.496)
H (3.671, -2.381, -1.592)
C (1.070, 2.889, 0.343)
C (-1.291, 3.456, 0.437)
C (3.247, 0.354, 5.352)
H (3.457, -2.991, -3.246)
H (0.256, -6.010, 1.265)
H (1.254, -2.609, -2.423)
C (-1.263, -5.492, -1.741)
C (2.099, 4.458, -4.382)
C (1.826, -3.487, -2.160)
H (-1.654, 2.328, -4.645)
C (2.162, 2.113, 4.132)
H (-4.292, 4.667, -0.142)
C (0.319, 4.820, -0.892)
C (-1.600, 1.445, -4.006)
C (-3.245, 0.710, 1.815)
H (-1.225, -2.648, -1.913)
H (-0.033, 0.923, -6.424)
H (-1.655, 6.382, -0.329)
H (-1.142, -2.644, 2.645)
O (-1.656, -0.859, -4.329)
H (2.672, -3.179, 2.308)
H (-2.591, -3.749, 2.581)
N (-1.799, -5.343, 1.106)
N (2.645, -1.279, 2.988)
H (4.433, -0.159, 3.237)
H (4.050, -0.538, 1.541)
H (-2.442, -3.511, -2.930)
C (1.691, 3.166, -4.300)
H (4.654, -1.836, 2.634)
H (-3.482, -6.298, 0.388)
H (0.534, 5.740, -0.377)
O (1.305, -4.017, -0.973)
Cs (-0.319, -0.542, -0.270)
H (1.734, -4.876, -0.901)
H (-0.974, -6.297, -1.093)
N (-1.983, -4.397, -1.090)
N (-0.003, 3.785, 0.152)
H (3.288, -0.749, 5.536)
C (-3.009, -1.601, 2.290)
C (-2.144, -3.241, -1.899)
H (1.022, -2.387, 2.428)
H (-0.007, 0.903, 4.652)
H (-2.383, 2.457, 2.736)
H (-2.849, 6.371, 0.895)
H (-3.290, 4.815, -1.551)
C (-2.563, -6.535, 0.912)
H (-0.098, -4.478, 2.071)
H (1.194, 2.292, -0.588)
H (1.645, -4.274, -2.940)
H (-2.931, -2.600, -1.490)
H (2.031, -1.882, 1.116)
H (-0.715, -6.038, 2.773)
H (3.138, 2.543, 3.969)
C (2.170, 2.311, -3.255)
H (-3.636, -1.746, 1.358)
N (-1.610, 2.246, 0.820)
C (-0.904, 0.321, -6.254)
N (-1.833, -3.033, 0.724)
Cl (3.266, 6.870, -3.374)
H (-1.495, -0.955, 4.181)
H (-0.426, 1.700, 3.128)
N (-2.229, 4.470, 0.292)
H (-2.152, -7.351, 0.351)
C (-0.365, 0.690, 3.606)
C (3.074, 2.929, -2.333)
H (4.267, 0.709, 5.066)
H (-0.512, 4.954, -1.535)
C (3.347, -3.262, -2.222)
H (-3.499, 3.204, -0.801)
H (2.032, 3.443, 0.546)
H (-1.766, 0.744, -6.865)
H (0.954, 2.835, -5.003)
C (-2.724, 2.141, 1.723)
H (-3.662, -1.743, 3.169)
H (-2.524, 0.463, 4.302)
H (3.899, -4.189, -2.015)
H (-1.820, -5.925, -2.540)
C (1.810, -0.203, 3.407)
H (3.542, 2.362, -1.569)
H (-0.687, 1.540, -3.385)
C (-3.405, 4.281, -0.561)
C (1.673, 0.991, -3.113)
C (3.413, 4.256, -2.444)
H (-1.034, 5.780, 1.234)
C (-1.719, -0.006, 3.659)
H (-3.577, 2.767, 1.576)
H (-2.837, -6.960, 1.881)
N (0.601, -0.157, 2.892)
N (-2.326, -0.331, 2.355)
H (1.674, 2.616, 4.956)

## Properties
Energy relative to the best compared isomer or geometry (same formula, charge and spin) in kJ/mol: 44.34
Spin multiplicity: 1
Calculated total energy in eV: -67353.5108
LUMO energy in eV: -0.014
HOMO level in hartree: -0.184
Total charge: 0
Strongest force on any atom in eV/Å: 3.004



Record 2
Molecular formula: C33H66O33
Method: DFT, the ωB97M-V functional and the def2-TZVPD basis

Cartesian coordinates (Å):
H (-6.665, 1.379, 5.393)
H (4.356, -2.216, 1.385)
H (-0.999, 1.714, 5.807)
H (-1.290, -3.442, 0.765)
C (-5.018, -0.808, -0.240)
O (1.291, -1.956, 4.157)
C (-3.927, -2.288, -1.687)
H (4.453, -3.409, 0.109)
H (0.368, 0.368, -2.903)
H (0.274, -5.254, 3.549)
O (1.136, -2.656, -5.549)
C (1.016, -3.921, -6.159)
H (2.861, 4.197, -3.308)
H (-1.365, 3.232, 4.986)
H (-5.313, -1.568, 0.484)
C (-0.884, 0.562, -0.354)
O (3.566, 3.234, 1.119)
H (-1.059, 2.317, 2.259)
C (-1.553, 1.507, 1.706)
O (2.418, 2.495, -2.228)
O (-7.266, 1.428, 3.418)
H (-0.484, -1.838, 1.058)
O (-3.620, -2.395, -2.976)
H (-2.124, -2.948, -4.174)
C (3.849, -0.684, -2.444)
H (3.650, 4.040, -1.634)
C (4.840, 2.854, 1.048)
O (-2.538, 2.823, 6.614)
C (4.661, -7.310, -5.841)
C (2.785, 3.877, -2.270)
O (2.188, -2.064, -0.175)
H (-1.583, 5.766, 8.719)
C (-0.030, -2.119, 4.041)
H (-3.635, 3.156, -3.881)
C (3.389, 1.637, -2.544)
H (1.669, 2.735, 1.441)
H (-0.841, 4.338, 1.214)
H (-4.236, 2.388, -2.456)
C (-2.688, -3.396, -3.360)
H (-0.688, -2.548, -0.556)
H (3.039, -3.683, -2.114)
H (-4.063, -0.410, 0.111)
H (1.653, -4.594, -5.594)
O (-4.827, -1.331, -1.555)
H (3.856, -7.469, -6.554)
H (4.721, -3.887, 1.820)
O (-2.415, 3.354, -2.268)
O (2.967, -6.799, -3.841)
H (0.427, -4.779, 5.265)
C (-2.417, 5.202, 9.128)
C (-7.557, 1.548, 4.798)
C (-1.951, 3.773, 7.318)
O (-0.465, -1.769, -6.859)
O (-3.066, 4.827, -0.688)
H (6.812, 3.086, -0.837)
H (-1.051, 5.804, 0.217)
H (-5.375, 3.498, 0.639)
O (5.557, 3.871, 0.589)
C (4.145, -3.261, 1.147)
H (1.114, 0.033, 3.624)
O (3.014, 0.440, -2.138)
O (4.418, 1.929, -3.096)
H (-1.961, 0.864, 2.485)
C (-3.732, 3.291, -2.803)
O (-3.478, -2.971, -0.800)
O (4.570, -6.029, -5.215)
O (-0.900, 4.298, 7.056)
O (2.791, -3.636, 1.306)
H (1.558, -4.174, 4.002)
C (2.639, -4.253, -2.950)
H (1.940, 4.423, -1.851)
O (-1.964, 0.660, -0.872)
H (7.449, 4.466, 0.132)
C (1.900, -2.959, 0.584)
O (3.642, -4.635, -3.879)
H (2.638, 1.286, 1.088)
C (-4.994, 2.562, 1.035)
H (2.600, -0.744, 3.169)
H (-5.780, -0.046, -0.336)
H (-2.007, -3.723, -2.573)
H (-2.257, 4.930, 10.169)
H (4.760, -8.087, -5.087)
H (-4.127, 2.741, 1.663)
O (0.855, -0.537, -5.518)
H (0.495, 4.962, 0.282)
H (4.268, -0.668, -3.451)
H (4.727, -0.624, -1.796)
O (-0.963, 4.014, -0.830)
O (-0.387, -3.392, 3.985)
H (-2.491, 1.868, 4.791)
H (3.230, -1.540, -2.234)
C (0.532, -4.448, 4.235)
H (-0.416, 0.958, -4.874)
C (0.427, -1.657, -6.070)
C (-0.485, -2.767, 0.493)
C (0.269, 0.736, -5.693)
C (-2.233, 4.126, -1.202)
O (0.711, -3.499, 0.791)
H (-8.336, 0.833, 5.060)
H (5.595, -7.287, -6.403)
O (-5.397, 2.644, 3.718)
C (6.881, 3.544, 0.149)
C (2.641, 2.266, 1.568)
C (-6.160, 2.044, 3.011)
C (-0.585, 4.823, 0.271)
H (7.365, 2.852, 0.836)
O (-0.833, -1.224, 3.953)
H (2.258, -0.322, 4.931)
H (0.025, -4.373, -6.065)
H (1.079, 1.457, -5.605)
H (-8.017, 2.516, 5.015)
H (0.891, -1.196, -2.332)
C (0.125, -0.434, -2.209)
O (-6.044, 1.863, 1.698)
O (-0.565, 0.951, 0.878)
H (2.761, 2.043, 2.634)
H (-0.238, 0.841, -6.649)
H (-4.275, 4.207, -2.595)
C (-1.808, 2.361, 5.471)
H (-4.625, 1.882, 0.270)
O (5.254, 1.765, 1.352)
C (1.876, -0.669, 3.977)
H (1.278, -3.890, -7.213)
H (-3.234, -4.287, -3.669)
O (0.179, -0.041, -0.857)
C (3.653, -5.904, -4.265)
H (1.889, -3.639, -3.447)
H (2.144, -5.109, -2.491)
H (-0.809, -0.887, -2.554)
O (-2.704, 4.022, 8.392)
H (-2.320, 2.064, 1.175)
H (-3.275, 5.881, 9.108)

## Properties
Energy relative to the best compared isomer or geometry (same formula, charge and spin) in kJ/mol: 69.93
Spin multiplicity: 1
Calculated total energy in eV: -102858.4460
LUMO energy in eV: 0.535
HOMO level in hartree: -0.395
Total charge: 0
Strongest force on any atom in eV/Å: 2.098
Structure (SMILES): COC(=O)OC.COC(=O)OC.COC(=O)OC.COC(=O)OC.COC(=O)OC.COC(=O)OC.COC(=O)OC.COC(=O)OC.COC(=O)OC.COC(=O)OC.COC(=O)OC



> Look up the total charge of the first one.

0



> Look up the spin multiplicity of the first one.

1